[1]
Formula: C22H70N4O13
Source: the OMol25 dataset
Level of theory: ωB97M-V/def2-TZVPD

* LUMO energy: -0.09 eV

Last column: Löwdin charge in e.
Positions of all 109 atoms, in Å:
O (3.59400, 5.53600, 2.32700)  -0.0507
O (-0.19000, 2.75700, -7.01800)  -0.0678
O (0.70700, 4.62900, -8.64700)  -0.0743
O (-1.62300, 1.38000, -0.94600)  -0.1307
O (3.91700, 6.08400, -1.74200)  -0.1194
O (-5.75600, 6.13500, -1.51300)  -0.0729
O (1.29300, 8.06100, -1.26800)  -0.1024
O (-0.73700, 5.18900, -2.02500)  -0.0941
O (-4.26500, 2.89800, -4.90100)  -0.0717
O (-1.37900, 6.72400, 0.21500)  -0.1291
O (2.66100, 0.11400, -3.46700)  -0.0504
O (3.74700, 6.37500, -7.75800)  -0.0815
O (-1.27800, 7.03500, -4.53800)  -0.1291
N (-1.39200, 8.64500, 1.73800)  0.1292
N (3.02500, 6.87400, 0.52400)  0.1483
N (-0.10500, 6.95800, 2.18800)  0.1636
N (1.78700, 5.20300, 0.92500)  0.1594
C (0.56400, 5.21300, -2.60100)  -0.3182
C (4.32800, 3.87300, -1.04600)  -0.1091
C (2.67000, 1.41100, -2.94900)  -0.3448
C (-0.11700, 7.78100, -4.72800)  -0.1531
C (-3.10100, 3.13600, -4.08400)  -0.2810
C (1.17400, 9.39000, -0.86400)  -0.3178
C (1.08400, 2.29400, -6.70600)  -0.3688
C (-0.70500, 6.36400, -7.69400)  -0.0735
C (-3.78300, 6.69300, -2.73000)  -0.0462
C (1.05300, 0.99800, -5.99600)  -0.0752
C (3.48600, 5.00400, -6.08800)  -0.0901
C (4.48200, 6.03300, -6.59900)  -0.2675
C (-0.92300, 7.45200, 1.33800)  -0.5862
C (0.46900, 4.46000, -3.86300)  -0.0718
C (-4.35400, 6.10500, -1.44700)  -0.3231
C (-1.21900, 2.60600, -0.37300)  -0.1697
C (2.75600, 5.91100, 1.37100)  -0.6824
C (2.57800, 9.92500, -0.91000)  -0.0728
C (1.85100, 1.51000, -1.68400)  -0.0607
C (0.64800, 5.97800, -8.16700)  -0.2955
C (4.44100, 4.80100, -2.21500)  -0.2710
C (-2.27600, 1.85700, -3.88700)  -0.0738
H (-3.93300, 2.67200, -5.78200)  0.0843
H (2.61400, 10.99800, -0.66500)  0.0850
H (5.43800, 4.86100, -2.59700)  0.0974
H (1.28200, 5.34000, 0.05500)  0.1109
H (-3.89700, 5.15200, -1.19800)  0.0911
H (-1.35800, 6.56000, -3.72400)  0.0149
H (0.54900, 7.61700, 2.62400)  0.1315
H (3.89500, 7.36500, 0.62200)  0.1303
H (0.71400, 7.09400, -4.71100)  0.0629
H (5.41300, 5.70700, -7.06000)  0.1098
H (-0.64400, 7.37500, -7.25800)  0.0596
H (4.22200, 6.98400, -8.26300)  0.0570
H (2.83900, 0.16100, -4.41600)  0.0559
H (-6.05400, 5.78200, -0.66300)  0.0858
H (0.71100, 9.46200, 0.14900)  0.1057
H (-0.27800, 4.78100, -4.57500)  0.0635
H (4.71100, 2.81600, -1.24900)  0.0926
H (1.58200, 8.12200, -2.16700)  0.0726
H (-0.98000, 5.63200, -6.87800)  0.0901
H (1.70300, 2.24300, -7.58700)  0.1101
H (3.29800, 3.72000, -0.64500)  0.0548
H (-1.49600, 2.00000, -3.15900)  0.0392
H (-0.40800, 3.17300, -0.91000)  0.0527
H (-1.47100, 6.29400, -8.47200)  0.0889
H (-3.37900, 3.51000, -3.10700)  0.0872
H (2.33700, 7.32200, -0.06300)  0.0625
H (2.61700, 5.51100, -5.68300)  0.0571
H (1.35500, 6.02400, -7.37400)  0.0685
H (-1.73800, 1.50600, -4.71800)  0.0402
H (-0.76600, 9.30700, 2.30400)  0.1523
H (0.68800, 6.20000, -2.80600)  0.0400
H (-4.12400, 6.64300, -0.50000)  0.1006
H (0.98800, 0.90600, -1.70400)  0.0608
H (2.92700, 9.85900, -1.96600)  0.0980
H (2.10600, 0.74100, -5.85400)  0.0610
H (1.56400, 4.35700, -8.92100)  0.0777
H (-2.89000, 1.06400, -3.54400)  0.0676
H (1.69800, 2.53400, -1.36900)  0.0385
H (3.87100, 4.39000, -3.10500)  0.0946
H (-2.59000, 1.37400, -0.97500)  0.0853
H (3.24100, 9.36300, -0.25100)  0.0637
H (3.85000, 6.13900, -0.77000)  0.0059
H (4.79900, 6.77600, -5.84000)  0.1205
H (2.40300, 2.19000, -3.65900)  0.0865
H (1.43600, 4.83800, -2.03200)  0.1028
H (3.62900, 1.74900, -2.70100)  0.0634
H (-2.04600, 3.39500, -0.17800)  0.1135
H (3.19100, 4.19200, -6.78300)  0.0830
H (2.47800, 1.00300, -0.92200)  0.0969
H (0.67400, 0.10500, -6.52000)  0.0976
H (-2.22100, 8.96100, 1.19500)  0.1348
H (5.03000, 4.13000, -0.20400)  0.1009
H (-0.09200, 8.50800, -3.90100)  0.0787
H (1.54500, 2.97300, -6.01400)  0.0638
H (0.20600, 3.34600, -3.69000)  0.1011
H (-4.29800, 7.54400, -3.15200)  0.0900
H (0.40400, 6.07500, 1.93000)  0.0994
H (-0.29300, 8.36600, -5.69400)  0.0999
H (-0.78600, 5.77500, -1.24500)  0.0329
H (-0.12900, 3.54500, -7.58400)  0.0352
H (1.79300, 4.26700, 1.34000)  0.1546
H (-0.74000, 2.29000, 0.49800)  0.0461
H (-3.80200, 5.94600, -3.39200)  0.0190
H (0.86100, 6.65800, -9.00700)  0.1233
H (-2.76600, 7.03100, -2.61100)  0.0522
H (1.45900, 4.28300, -4.34000)  0.0549
H (0.55500, 1.15300, -5.00800)  0.0858
H (0.46300, 9.99000, -1.47000)  0.1260
H (3.89400, 4.44400, -5.27700)  0.0441
H (-2.47100, 4.04800, -4.34900)  0.1112

[2]
Formula: C7H12O
Source: the OMol25 dataset
Level of theory: ωB97M-V/def2-TZVPD

* spin multiplicity: 3
* LUMO energy (alpha / beta): 0.98 / -1.22 eV
* expectation value of S²: 2.013

Last column: Mulliken spin population.
Positions of all 20 atoms, in Å:
O (-0.61503, 0.77761, 1.45628)  0.1560
C (-2.75201, 0.97446, 0.05719)  -0.0060
C (1.54590, 0.56025, -0.32433)  0.8508
C (1.77883, 1.78239, 0.06272)  -0.0749
C (-0.66250, -1.50381, 0.77068)  0.1312
C (-1.27274, 1.02441, 0.20816)  0.1288
C (2.14113, -0.27521, -1.38652)  0.1025
C (-0.34352, -0.07889, 0.47878)  0.6091
H (2.62309, -1.17811, -1.17102)  -0.0032
H (1.58482, -0.36554, -2.28945)  0.0107
H (-0.55420, -2.12698, -0.19820)  -0.0076
H (0.01508, -1.81083, 1.53530)  0.0108
H (-3.10283, -0.08425, 0.03636)  -0.0033
H (3.05740, 0.36882, -1.75411)  0.0414
H (-3.14958, 1.54636, -0.78278)  0.0008
H (-3.18932, 1.48880, 0.81020)  0.0105
H (-1.67622, -1.52697, 1.04945)  -0.0114
H (-0.80034, 1.83072, -0.31968)  0.0070
H (1.02707, 2.25991, 0.66522)  0.0377
H (2.69934, 2.36693, 0.01971)  0.0092

[3]
Formula: C44H63BrN8O2SiTl
Source: the OMol25 dataset
Level of theory: ωB97M-V/def2-TZVPD

* total charge: +1
* LUMO energy: -2.09 eV

Last column: Löwdin charge in e.
Positions of all 120 atoms, in Å:
Tl (1.57406, 1.46798, -0.12985)  0.8042
Br (-1.42091, 1.94116, 1.70663)  0.4719
Si (-3.32052, 2.72149, 2.73366)  0.5032
O (3.72002, -0.44071, -0.05047)  -0.0690
O (2.86093, -10.52799, -6.46817)  -0.0681
N (2.32975, 1.21446, 2.90224)  0.0671
N (1.89242, 0.05922, -2.49326)  0.0294
N (2.46764, 4.31798, -0.86480)  -0.0616
N (0.51779, -1.15114, -0.46082)  0.0592
N (2.50885, -4.39386, -4.47033)  0.1919
N (4.09400, -1.07402, 2.10273)  0.0812
N (1.36539, -5.38927, -2.85420)  0.1821
N (-0.80908, 1.76551, -1.78267)  -0.0471
C (2.00568, -9.24899, -4.72353)  0.0069
C (-2.79826, 2.92161, 4.57257)  -0.6197
C (2.06212, -5.54629, -4.02229)  -0.2520
C (4.49932, -0.68033, 0.86499)  -0.5177
C (-0.17710, 3.78354, -3.02867)  -0.1879
C (1.37827, -4.05150, -2.54144)  -0.1298
C (1.69335, 2.13010, 5.01931)  -0.0676
C (3.17997, -8.12673, -6.50253)  -0.0035
C (1.85465, 5.03218, -1.99999)  -0.2697
C (1.74007, -1.27897, -2.53938)  -0.1479
C (0.33539, 4.80533, -1.99509)  -0.1911
C (3.56125, -10.61467, -7.70295)  -0.0688
C (2.32547, -0.00614, 3.44374)  -0.2687
C (-2.43228, 5.21210, 1.59775)  -0.1142
C (-6.04133, 1.89443, 2.71935)  -0.0824
C (-4.32549, 4.12110, 0.46117)  -0.0980
C (1.69122, 0.86333, 5.57725)  -0.0598
C (0.99296, -1.92502, -1.45583)  -0.1373
C (2.01432, 2.25215, 3.67528)  -0.1450
C (-1.33321, 2.92431, -2.51586)  -0.2643
C (1.79688, -8.03831, -4.10117)  -0.0268
C (-0.15947, -1.71178, 0.52548)  -0.1486
C (-4.04226, 3.04011, 5.47479)  -0.0811
C (-3.70030, 4.37613, 1.84077)  -0.6236
C (-1.95380, 1.74390, 5.08724)  -0.1196
C (-0.41001, -3.08497, 0.59462)  -0.0382
C (2.01049, -0.22457, 4.77752)  -0.0153
C (0.80616, -3.32166, -1.45668)  -0.0662
C (2.59877, 0.65301, -3.43668)  -0.1317
C (-1.93892, 4.18458, 4.73946)  -0.1016
C (2.29428, -2.04506, -3.57604)  -0.0675
C (2.70191, -1.14201, 2.51463)  -0.1134
C (2.69967, -9.30178, -5.93085)  -0.2829
C (-4.59344, 0.80335, 0.99545)  -0.1138
C (2.08399, -3.46385, -3.55627)  -0.1712
C (-4.62790, 1.35157, 2.43206)  -0.6259
C (0.08023, -3.88932, -0.40099)  0.0057
C (3.02543, -1.39208, -4.57665)  0.0182
C (2.27104, -6.85034, -4.66152)  -0.1595
C (-4.37191, 0.16116, 3.37146)  -0.1018
C (5.99561, -0.57955, 0.69143)  0.0104
C (3.18441, -0.03184, -4.50684)  -0.0308
C (-4.69205, 5.20789, 2.67524)  -0.0809
C (2.96224, -6.91545, -5.86501)  -0.0118
H (2.01191, 3.22603, 3.19020)  0.1108
H (4.58346, -10.24377, -7.60332)  0.0967
H (0.63746, 3.10898, -3.32379)  0.0923
H (1.64162, -10.17417, -4.29474)  0.1246
H (-4.68197, 3.88286, 5.20650)  0.0732
H (-1.93927, 5.52126, 2.51931)  0.0607
H (-2.48599, 5.10076, 4.51552)  0.0612
H (-1.04392, 4.14889, 4.10973)  0.0708
H (0.05026, 4.46577, -0.99033)  0.0899
H (2.70905, 1.73286, -3.34783)  0.1034
H (-0.97854, -3.49560, 1.41986)  0.1118
H (-6.14017, 2.28262, 3.73562)  0.0718
H (3.72052, -8.14335, -7.43774)  0.1053
H (-1.64588, 1.97076, 6.11664)  0.0897
H (-1.94371, 3.51228, -1.82635)  0.0978
H (-0.39948, 1.09564, -2.42601)  0.0471
H (-5.30416, 3.64521, 0.52380)  0.0641
H (-3.67967, 3.50539, -0.17196)  0.0612
H (3.74740, 0.50941, -5.25715)  0.1113
H (-4.65106, 2.13337, 5.44946)  0.0617
H (2.10675, -1.08337, 1.60510)  0.0777
H (6.47735, -1.52544, 0.94380)  0.0880
H (-2.50222, 0.80423, 5.11461)  0.0637
H (0.95710, -6.12986, -2.31420)  0.1450
H (6.39769, 0.19584, 1.34746)  0.0900
H (4.79895, -1.19574, 2.80886)  0.1456
H (1.25530, -8.03325, -3.16072)  0.1047
H (-5.32536, -0.01033, 0.92027)  0.0892
H (3.04605, -10.05755, -8.48812)  0.0971
H (-4.46396, 5.08401, -0.04441)  0.0931
H (-1.61202, 4.25122, 5.78461)  0.0906
H (-5.61964, 4.66593, 2.87993)  0.0722
H (-0.08907, -4.95884, -0.36954)  0.1165
H (-0.52942, -1.04106, 1.29817)  0.0867
H (-1.54531, 1.28471, -1.27755)  0.0398
H (2.01302, -1.22996, 5.18330)  0.1142
H (-2.71274, 6.12194, 1.05246)  0.0912
H (6.21868, -0.32507, -0.34013)  0.0855
H (-0.17327, 5.75641, -2.15777)  0.1110
H (3.47905, 4.38758, -0.89120)  0.0712
H (-1.04826, 1.59784, 4.49649)  0.0257
H (1.44029, 0.72042, 6.62159)  0.1149
H (-3.61438, 0.38990, 0.74095)  0.0405
H (-4.85732, 1.54692, 0.24599)  0.0621
H (2.08317, 6.10011, -1.98429)  0.1054
H (3.58400, -11.66690, -7.96472)  0.0944
H (3.45504, -1.98193, -5.37761)  0.1231
H (-6.76986, 1.08367, 2.60622)  0.0933
H (1.44351, 3.00383, 5.60736)  0.1097
H (-4.56774, 0.41212, 4.41520)  0.0640
H (-1.70356, 4.67142, 0.98976)  0.0324
H (-6.33046, 2.68751, 2.02758)  0.0635
H (-1.98348, 2.63240, -3.34504)  0.1103
H (2.28580, 4.63266, -2.91937)  0.1048
H (2.50750, -2.10074, 2.99332)  0.1255
H (-3.34786, -0.21575, 3.28924)  0.0718
H (-3.72453, 3.18677, 6.51318)  0.0924
H (-0.48952, 4.30599, -3.93456)  0.1130
H (-4.95802, 6.11489, 2.12051)  0.0933
H (2.17083, 4.75667, 0.00015)  0.0643
H (-5.05154, -0.65580, 3.10092)  0.0905
H (-4.26762, 5.52515, 3.62844)  0.0635
H (3.33149, -5.99524, -6.29967)  0.1152

ΔE to the lowest compared entry with this formula, charge and spin across the listed records, respectively: 1.8917 1.3673 0.0000 eV.